1) Density functional theory data (ωB97M-V with the def2-TZVPD basis set) for C5H13NO2 as an isolated structure.

ORCA input file:
```
! wB97M-V def2-TZVPD RIJCOSX def2/J DEFGRID3
* xyz 0 1
O -0.742 -0.106 -1.474
O 1.160 -1.953 1.837
N -0.126 2.779 -1.468
C 0.600 -2.177 -0.518
C -0.969 -0.036 1.270
C 1.153 -1.499 0.591
C 0.057 1.859 -0.346
C -0.957 0.724 -0.494
H -0.126 0.063 1.947
H -0.122 2.408 0.582
H -0.017 2.276 -2.342
H 1.732 -0.595 0.472
H 0.622 -2.755 1.912
H 0.082 -3.105 -0.281
H -0.165 -1.314 -1.079
H 1.314 -2.312 -1.330
H -1.682 0.717 1.591
H 1.065 1.419 -0.294
H 0.559 3.525 -1.444
H -1.991 1.094 -0.450
H -1.447 -1.013 1.318
*
```

As for the frontier orbital gap (alpha / beta): 7.897 / 7.898 eV. For the highest occupied orbital energy (alpha / beta), the calculation gives -8.081 / -8.082 eV.



2) Density functional theory data (ωB97M-V with the def2-TZVPD basis set) for a 2-piece molecular cluster, C5H13NO2 overall.

ORCA input file:
```
! wB97M-V def2-TZVPD RIJCOSX def2/J DEFGRID3
* xyz 0 1
O -0.660 2.717 -0.783
O 0.515 -5.003 4.494
N -0.223 0.562 -1.297
C -0.757 2.100 -3.099
C -0.519 1.847 -1.624
C -0.037 -1.309 0.231
C 1.302 0.766 0.632
C -0.007 0.189 0.110
H 0.071 -0.038 -2.049
H 0.480 -1.885 -0.541
H 0.262 -5.926 4.561
H 1.287 0.659 1.726
H -0.626 1.161 -3.650
H -0.037 2.825 -3.483
H -0.126 -4.444 4.930
H 1.360 1.833 0.444
H -1.056 -1.735 0.182
H 0.297 -1.669 1.200
H -1.775 2.424 -3.259
H -0.813 0.666 0.643
H 2.180 0.235 0.277
*
```

As for the frontier orbital gap: 10.295 eV. As for the SMILES: CC(=O)NC(C)C.O. For the highest occupied orbital energy, the calculation gives -9.487 eV.



3) Density functional theory data (ωB97M-V with the def2-TZVPD basis set) for a 2-piece molecular cluster, C5H13NO2 overall.

ORCA input file:
```
! wB97M-V def2-TZVPD RIJCOSX def2/J DEFGRID3
* xyz 0 1
O 1.415 -1.408 2.516
O 0.737 -2.501 0.171
N 0.213 -0.353 -0.157
C -0.915 1.842 -0.093
C -0.238 2.344 1.196
C -0.084 0.869 -0.909
C -0.238 -2.054 -1.929
C 0.268 -1.631 -0.582
H -1.146 2.743 -0.662
H 0.643 -0.201 0.738
H -0.490 0.594 -1.881
H -0.992 2.716 1.878
H 1.211 -2.030 1.774
H 0.835 -1.716 3.197
H -1.853 1.304 0.068
H -0.544 -1.240 -2.586
H 0.391 1.580 1.649
H -1.135 -2.658 -1.795
H 0.500 3.121 0.992
H 0.540 -2.644 -2.398
H 0.883 1.323 -1.186
*
```

As for the frontier orbital gap: 10.594 eV. As for the SMILES: CCCNC(C)=O.O. For the highest occupied orbital energy, the calculation gives -9.729 eV.



4) Density functional theory data (ωB97M-V with the def2-TZVPD basis set) for C5H13NO2 as an isolated structure.

ORCA input file:
```
! wB97M-V def2-TZVPD RIJCOSX def2/J DEFGRID3
* xyz 0 1
O 0.890 -0.151 0.202
O -1.276 1.418 0.240
N 0.290 -2.088 1.403
C -1.008 1.732 -2.231
C -0.985 -1.522 1.813
C 2.400 -1.962 0.238
C 1.076 -1.411 0.677
C -0.200 2.442 -1.349
H -1.636 -1.296 0.961
H 0.013 0.254 0.422
H -1.756 1.770 1.005
H -0.866 -0.593 2.385
H 3.208 -1.320 0.595
H -0.447 3.450 -1.044
H 2.455 -1.980 -0.852
H -1.765 2.265 -2.794
H 2.529 -2.967 0.630
H 0.737 2.040 -0.990
H -1.559 1.321 -1.060
H -1.497 -2.245 2.448
H -0.602 0.843 -2.697
*
```

As for the frontier orbital gap: 9.220 eV. For the highest occupied orbital energy, the calculation gives -9.125 eV.



Tell me which of them is the most stable. Sure, it is 3).



1) Density functional theory data (ωB97M-V with the def2-TZVPD basis set) for a 2-piece molecular cluster, C5H13NO2 overall.

ORCA input file:
```
! wB97M-V def2-TZVPD RIJCOSX def2/J DEFGRID3
* xyz 0 1
O 1.422 2.326 -0.141
O 1.808 -2.736 0.359
N 0.634 0.262 -1.009
C -1.769 -0.757 0.727
C 1.358 0.927 0.063
C -1.835 -0.415 -0.752
C -0.788 0.678 -1.057
C -1.601 0.088 1.744
H -0.898 1.510 -0.338
H 0.624 -0.746 -1.001
H 2.344 0.489 0.264
H -1.824 1.166 1.713
H 2.754 -2.660 0.488
H -0.957 0.836 -2.116
H -1.678 -1.797 1.044
H 1.349 -1.955 0.691
H -1.668 -1.295 -1.472
H 0.816 0.869 1.047
H -2.872 -0.092 -1.027
H -1.469 -0.431 2.705
H 1.092 2.399 -1.048
*
```

As for the frontier orbital gap: 9.879 eV. As for the SMILES: C=CCCNCO.O. For the highest occupied orbital energy, the calculation gives -9.084 eV.



2) Density functional theory data (ωB97M-V with the def2-TZVPD basis set) for a 2-piece molecular cluster, C5H13NO2 overall.

ORCA input file:
```
! wB97M-V def2-TZVPD RIJCOSX def2/J DEFGRID3
* xyz 0 1
O 1.632 -0.232 1.857
O 2.523 -1.344 -0.678
N 0.231 1.449 1.288
C 0.040 1.090 -0.117
C -1.098 -1.158 0.314
C -1.104 -0.050 -1.957
C -1.139 0.159 -0.447
C 0.895 0.687 2.172
H 3.424 -1.067 -0.484
H 0.978 0.681 -0.495
H -2.051 0.699 -0.175
H -1.849 -0.796 -2.252
H 0.789 0.948 3.231
H -0.108 2.020 -0.656
H -1.475 0.837 -2.465
H -0.385 2.192 1.584
H -1.886 -1.825 -0.041
H -0.154 -1.666 0.107
H 2.063 -1.173 0.157
H -0.139 -0.379 -2.337
H -1.187 -1.069 1.396
*
```

As for the frontier orbital gap: 10.701 eV. As for the SMILES: CC(C)CNC=O.O. For the highest occupied orbital energy, the calculation gives -9.949 eV.



Tell me which of them is the most stable. Sure, it is 2).



1) Density functional theory data (ωB97M-V with the def2-TZVPD basis set) for a 2-piece molecular cluster, C5H13NO2 overall.

ORCA input file:
```
! wB97M-V def2-TZVPD RIJCOSX def2/J DEFGRID3
* xyz 0 1
O -2.137 1.935 -0.540
O 4.339 2.670 -3.317
N 0.239 -0.490 0.204
C -1.274 1.118 -0.731
C 0.391 -1.979 0.161
C -1.244 -0.281 -0.086
C -2.168 -0.358 1.138
C 0.563 0.057 1.525
H 1.398 -2.354 0.106
H -0.041 -2.289 -0.806
H -0.392 1.433 -1.312
H -1.553 -0.988 -0.861
H -0.116 0.903 1.604
H -2.898 -1.180 0.983
H -1.772 -0.408 2.146
H 3.872 2.481 -2.499
H 1.648 0.221 1.684
H 0.338 -0.551 2.421
H -2.824 0.512 1.032
H 3.922 1.914 -3.775
H -0.292 -2.366 0.923
*
```

As for the frontier orbital gap: 9.810 eV. As for the SMILES: C[C@@H](C=O)N(C)C.O. For the highest occupied orbital energy, the calculation gives -9.268 eV.



2) Density functional theory data (ωB97M-V with the def2-TZVPD basis set) for a 3-piece molecular cluster, C5H13NO2 overall.

ORCA input file:
```
! wB97M-V def2-TZVPD RIJCOSX def2/J DEFGRID3
* xyz 0 1
O -1.761 -0.191 0.600
O 0.529 -0.023 -1.054
N 1.133 2.932 -1.864
C -1.811 -1.355 0.924
C 1.784 2.706 -0.813
C 3.014 1.873 -0.844
C -0.896 -2.406 0.362
C -2.813 -1.867 1.924
H 0.294 3.496 -1.751
H -0.286 0.166 -0.563
H 0.594 0.644 -1.746
H 1.498 3.073 0.184
H 3.794 2.318 -0.232
H -1.443 -2.957 -0.402
H -0.025 -1.954 -0.104
H -0.595 -3.109 1.134
H -2.293 -2.089 2.855
H 3.357 1.749 -1.867
H -3.575 -1.117 2.120
H 2.772 0.893 -0.434
H -3.273 -2.784 1.568
*
```

As for the frontier orbital gap: 10.708 eV. As for the SMILES: [H]/N=C/C.CC(C)=O.O. For the highest occupied orbital energy, the calculation gives -9.824 eV.



Tell me which of them is the most stable. Sure, it is 2).



1) Density functional theory data (ωB97M-V with the def2-TZVPD basis set) for a 3-piece molecular cluster, C5H13NO2 overall.

ORCA input file:
```
! wB97M-V def2-TZVPD RIJCOSX def2/J DEFGRID3
* xyz 0 1
O -0.158 -2.538 2.007
O -1.517 -2.648 -0.055
N -1.261 0.066 0.723
C 1.334 3.476 -1.506
C 0.149 1.649 -0.353
C 1.230 2.082 -1.014
C 0.680 -0.836 -0.380
C -0.136 0.309 0.015
H 1.041 -1.332 0.530
H -0.173 -3.340 2.531
H -1.093 0.027 1.730
H 1.486 -0.540 -1.046
H -0.758 -2.716 1.134
H 2.215 3.991 -1.120
H 2.072 1.422 -1.174
H 1.352 3.504 -2.598
H -0.595 2.397 -0.100
H -2.093 -3.390 -0.242
H 0.034 -1.586 -0.873
H -1.630 -0.863 0.444
H 0.457 4.040 -1.198
*
```

As for the frontier orbital gap: 6.250 eV. For the highest occupied orbital energy, the calculation gives -8.057 eV.



2) Density functional theory data (ωB97M-V with the def2-TZVPD basis set) for a 3-piece molecular cluster, C5H13NO2 overall.

ORCA input file:
```
! wB97M-V def2-TZVPD RIJCOSX def2/J DEFGRID3
* xyz 0 1
O -0.210 -1.272 2.642
O -0.521 -2.007 0.508
N 1.646 1.619 -0.492
C 1.717 -0.654 -1.342
C -0.450 0.677 -1.198
C -0.241 -1.023 1.453
C 0.942 0.564 -0.957
C -2.056 0.371 1.218
H 2.577 -0.815 -0.691
H -0.908 -2.748 0.998
H -1.172 0.475 -0.107
H -2.819 0.813 0.578
H 1.151 2.434 -0.162
H 2.567 1.475 -0.110
H 1.079 -1.536 -1.290
H -1.638 1.152 1.850
H 2.083 -0.540 -2.368
H -0.836 -0.026 -1.928
H -0.793 1.685 -1.426
H 0.441 -0.292 0.974
H -2.558 -0.352 1.853
*
```

As for the frontier orbital gap (alpha / beta): 7.496 / 7.495 eV. For the highest occupied orbital energy (alpha / beta), the calculation gives -7.165 / -7.164 eV.



Tell me which of them is the most stable. Sure, it is 1).